Run one
The following is a quantum chemistry calculation of an isolated ion of composition C7H16N and charge +1, from the OMol25 dataset.

Gap between HOMO and LUMO ... 10.71 eV
SMILES string ... CC[C@]1(C)C[C@]1(C)[NH3+]
HOMO level ... -14.24 eV

```
! wB97M-V def2-TZVPD RIJCOSX def2/J DEFGRID3
* xyz 1 1
C -2.638 0.518 0.188
C -1.350 0.567 -0.650
C -0.189 -0.237 -0.009
C -0.643 -1.686 -0.358
C 0.325 -0.023 1.417
C 1.227 0.313 0.198
C 2.274 -0.716 -0.171
N 1.525 1.721 -0.264
H -3.157 -0.543 0.025
H -3.411 1.158 -0.169
H -2.297 0.568 1.281
H -0.940 1.516 -0.783
H -1.463 0.189 -1.599
H -1.190 -1.858 -1.209
H -1.177 -2.117 0.423
H 0.150 -2.370 -0.362
H 0.026 0.749 1.957
H 0.500 -0.840 2.058
H 2.584 -0.715 -1.173
H 1.967 -1.670 -0.090
H 3.147 -0.547 0.338
H 2.535 1.733 -0.270
H 1.046 2.356 0.398
H 1.151 1.932 -1.175
*
```

Per-atom natural (NBO) charges, elementary charge units: -0.6118 -0.3816 -0.0220 -0.6076 -0.3994 0.0988 -0.6288 -0.6722 0.2221 0.2377 0.2150 0.1536 0.2180 0.2246 0.2324 0.2124 0.2110 0.2487 0.2243 0.2492 0.2169 0.4560 0.4568 0.4457


Run two
The following is a quantum chemistry calculation of a 2-piece molecular cluster, C7H16N overall, from the OMol25 dataset.

Gap between HOMO and LUMO (alpha / beta) ... 6.06 / 9.07 eV
HOMO level (alpha / beta) ... -12.53 / -13.91 eV

```
! wB97M-V def2-TZVPD RIJCOSX def2/J DEFGRID3
* xyz 1 1
C -2.604 -1.735 -0.807
C -1.347 -2.078 -0.625
C -0.028 -0.596 1.786
C 1.892 0.764 1.035
C -0.812 1.381 -0.418
C 0.855 0.299 -1.795
C 0.797 -0.264 0.568
N 0.095 0.313 -0.562
H -3.242 -2.226 -1.439
H -2.754 -0.663 -0.445
H -0.361 -2.401 -0.565
H -0.626 -1.486 1.755
H 0.853 -0.896 2.440
H -0.458 0.214 2.369
H 1.552 1.784 1.124
H 2.798 0.679 0.337
H 2.331 0.464 1.997
H -0.876 1.872 0.542
H -0.475 2.205 -1.061
H -1.917 0.976 -0.637
H 0.200 -0.292 -2.475
H 0.842 1.348 -2.359
H 1.806 -0.095 -1.655
H 1.242 -1.172 0.293
*
```

Per-atom natural (NBO) charges, elementary charge units: -0.4539 0.1198 -0.6404 -0.6315 -0.4366 -0.4346 -0.0581 -0.2232 0.2717 0.2609 0.2266 0.2262 0.2419 0.2375 0.2256 0.2255 0.2398 0.2437 0.2383 0.2128 0.2354 0.2382 0.2287 0.2058


Which is the most stable structure? run one is the most stable.


Run one
The following is a quantum chemistry calculation of C12H8F3IrNO4S as an isolated structure, from the OMol25 dataset.

Gap between HOMO and LUMO (alpha / beta) ... 5.34 / 5.96 eV
HOMO level (alpha / beta) ... -2.23 / -5.50 eV

```
! wB97M-V def2-TZVPD RIJCOSX def2/J DEFGRID3
* xyz -1 5
Ir -0.016 -0.073 0.110
C 4.206 -0.103 -0.676
C 4.767 -0.070 0.646
C 3.918 -0.037 1.723
C 2.530 -0.014 1.567
N 2.017 -0.021 0.265
C 2.857 -0.091 -0.806
C 1.543 -0.001 2.621
C 1.846 -0.007 3.992
C 0.836 0.022 4.940
C -0.507 0.064 4.571
C -0.832 0.069 3.218
C 0.180 0.015 2.273
H 4.824 -0.141 -1.562
H 5.838 -0.084 0.795
H 4.319 -0.025 2.729
H 2.383 -0.135 -1.779
H 2.878 -0.031 4.325
H 1.104 0.020 5.990
H -1.283 0.105 5.325
H -1.867 0.134 2.900
O -2.420 2.163 0.991
S -1.939 1.769 -0.294
O -2.551 2.323 -1.455
O -1.932 0.173 -0.373
O -0.380 1.892 -0.342
F -1.050 -2.747 -0.041
C 0.122 -2.102 -0.280
F 1.056 -2.722 0.471
F 0.438 -2.359 -1.584
*
```

Per-atom natural (NBO) charges, elementary charge units: 1.4532 -0.3243 -0.2724 -0.1909 0.0543 -0.5923 0.0393 -0.0103 -0.2464 -0.1999 -0.2734 -0.2097 -0.3510 0.2075 0.1978 0.2028 0.2032 0.1946 0.1971 0.2011 0.2274 -0.9536 2.5305 -0.9417 -0.8911 -0.9354 -0.3502 0.7366 -0.3423 -0.3605


Run two
The following is a quantum chemistry calculation of C12H8F3IrNO4S as an isolated structure, from the OMol25 dataset.

Gap between HOMO and LUMO (alpha / beta) ... 5.56 / 6.21 eV
HOMO level (alpha / beta) ... -2.48 / -5.63 eV

```
! wB97M-V def2-TZVPD RIJCOSX def2/J DEFGRID3
* xyz -1 5
Ir 1.137 -0.695 -0.806
C -2.987 -0.776 -1.998
C -3.611 0.039 -1.004
C -2.825 0.554 -0.001
C -1.460 0.277 0.081
N -0.877 -0.560 -0.894
C -1.657 -1.022 -1.912
C -0.554 0.776 1.080
C -0.921 1.595 2.161
C 0.030 2.016 3.071
C 1.366 1.636 2.949
C 1.744 0.823 1.889
C 0.808 0.408 0.954
H -3.552 -1.200 -2.817
H -4.669 0.258 -1.047
H -3.268 1.190 0.755
H -1.145 -1.621 -2.655
H -1.951 1.902 2.292
H -0.272 2.648 3.898
H 2.098 1.963 3.677
H 2.772 0.491 1.794
O 3.411 -2.169 1.495
S 2.915 -2.502 0.189
O 3.508 -3.637 -0.455
O 3.044 -1.241 -0.761
O 1.384 -2.592 0.148
F 2.597 0.637 -2.885
C 1.349 0.163 -2.672
F 0.526 1.244 -2.766
F 1.061 -0.604 -3.760
*
```

Per-atom natural (NBO) charges, elementary charge units: 1.4290 -0.3198 -0.2621 -0.1952 0.0593 -0.5884 0.0507 -0.0013 -0.2456 -0.2053 -0.2558 -0.2111 -0.3429 0.2089 0.1993 0.2040 0.2064 0.1958 0.1979 0.2019 0.2336 -0.9637 2.5398 -0.9583 -0.8972 -0.9501 -0.3457 0.7266 -0.3527 -0.3580


Which is the most stable structure? run two is the most stable.


Run one
The following is a quantum chemistry calculation of a 2-piece molecular cluster, CH6S2 overall, from the OMol25 dataset.

Gap between HOMO and LUMO ... 9.76 eV
SMILES string ... CS.S
HOMO level ... -9.02 eV

```
! wB97M-V def2-TZVPD RIJCOSX def2/J DEFGRID3
* xyz 0 1
C -2.206 -0.139 -0.694
S -2.217 0.354 1.032
H -3.011 -0.845 -0.886
H -2.340 0.795 -1.229
H -1.317 -0.674 -1.024
H -2.069 -0.864 1.597
S 3.140 -0.109 -0.567
H 4.323 -0.709 -0.419
H 2.520 -1.218 -1.031
*
```

Per-atom natural (NBO) charges, elementary charge units: -0.7368 -0.0356 0.2147 0.2278 0.2125 0.1173 -0.2843 0.1414 0.1429


Run two
The following is a quantum chemistry calculation of a 2-piece molecular cluster, CH6S2 overall, from the OMol25 dataset.

Gap between HOMO and LUMO ... 10.12 eV
SMILES string ... SS.C
HOMO level ... -9.74 eV

```
! wB97M-V def2-TZVPD RIJCOSX def2/J DEFGRID3
* xyz 0 1
S 2.922 0.342 -0.075
S 1.954 -1.078 -1.193
H 1.904 1.203 0.101
H 1.504 -1.839 -0.181
C -1.662 0.289 0.271
H -1.898 -0.749 0.019
H -0.694 0.300 0.777
H -1.601 0.847 -0.660
H -2.427 0.685 0.942
*
```

Per-atom natural (NBO) charges, elementary charge units: -0.1247 -0.1213 0.1234 0.1246 -0.8498 0.2124 0.2063 0.2152 0.2140


Which is the most stable structure? run two is the most stable.


Run one
The following is a quantum chemistry calculation of C3H7ClN2 as an isolated structure, from the OMol25 dataset.

Gap between HOMO and LUMO ... 8.70 eV
HOMO level ... -8.15 eV

```
! wB97M-V def2-TZVPD RIJCOSX def2/J DEFGRID3
* xyz 0 1
C 0.697 -0.242 -0.256
C -0.611 -1.005 -0.398
C -1.484 -0.326 0.628
H 3.551 -1.374 -1.010
H 3.098 0.720 -0.132
H 0.644 0.812 -0.236
H -1.156 -0.880 -1.384
H -0.281 -2.016 -0.116
H -2.533 -0.773 0.620
H -1.161 -0.678 1.683
N 2.987 -0.621 -0.334
N 1.783 -1.043 -0.521
Cl -1.598 1.487 0.395
*
```

Per-atom natural (NBO) charges, elementary charge units: -0.0951 -0.4756 -0.3653 0.4103 0.3109 0.1903 0.2119 0.2490 0.2168 0.2199 -0.5875 -0.2051 -0.0805


Run two
The following is a quantum chemistry calculation of the molecule C3H7ClN2, from the OMol25 dataset.

Gap between HOMO and LUMO ... 9.42 eV
SMILES string ... C[C@H]1NN[C@@H]1Cl
HOMO level ... -8.36 eV

```
! wB97M-V def2-TZVPD RIJCOSX def2/J DEFGRID3
* xyz 0 1
C -1.250 -1.031 -0.013
C -0.176 -0.151 -0.428
N -0.394 1.267 -0.275
N 0.905 1.419 0.253
C 1.128 0.048 0.420
Cl 2.754 -0.586 -0.017
H -1.730 -0.717 0.892
H -1.000 -2.095 0.306
H -1.953 -1.217 -0.754
H 0.124 -0.375 -1.498
H -0.503 1.562 -1.290
H 1.236 2.058 0.960
H 0.859 -0.182 1.445
*
```

Per-atom natural (NBO) charges, elementary charge units: -0.6331 -0.0703 -0.4409 -0.4926 -0.0334 -0.0711 0.2211 0.2231 0.2213 0.1839 0.3387 0.3760 0.1772


Which is the most stable structure? run two is the most stable.


Run one
The following is a quantum chemistry calculation of a 2-piece molecular cluster, CH6FN4 overall, from the OMol25 dataset.

Gap between HOMO and LUMO (alpha / beta) ... 8.23 / 8.20 eV
HOMO level (alpha / beta) ... -14.75 / -14.63 eV

```
! wB97M-V def2-TZVPD RIJCOSX def2/J DEFGRID3
* xyz 1 1
C 0.038 -0.603 0.323
N -2.199 -0.212 -0.268
N -0.915 0.005 -0.344
N 1.248 -0.159 0.324
N 1.577 0.896 -0.452
F -0.960 1.703 0.469
H -0.106 -1.614 0.845
H -2.808 -0.442 0.548
H 2.137 -0.702 0.681
H -2.621 0.287 -1.025
H 0.904 1.561 -0.751
H 2.534 1.144 -0.616
*
```

Per-atom natural (NBO) charges, elementary charge units: 0.2355 -0.4243 0.0162 -0.2031 -0.5623 -0.5091 0.2484 0.4230 0.4848 0.4197 0.4490 0.4222


Run two
The following is a quantum chemistry calculation of an isolated ion of composition CH6FN4 and charge +1, from the OMol25 dataset.

Gap between HOMO and LUMO ... 10.13 eV
SMILES string ... N/[NH+]=C\N(N)F
HOMO level ... -13.83 eV

```
! wB97M-V def2-TZVPD RIJCOSX def2/J DEFGRID3
* xyz 1 1
N -2.081 -0.646 -0.020
N -1.288 0.481 0.079
C 0.019 0.725 0.248
N 1.050 -0.075 0.175
N 2.334 0.251 -0.117
F 0.719 -1.386 0.061
H -1.648 -1.285 -0.705
H -3.111 -0.686 -0.069
H -1.898 1.350 0.317
H 0.386 1.789 0.255
H 2.863 -0.110 0.697
H 2.655 -0.407 -0.921
*
```

Per-atom natural (NBO) charges, elementary charge units: -0.6472 -0.3325 0.2843 0.1345 -0.5821 -0.1961 0.3927 0.4388 0.4440 0.2758 0.3869 0.4009


Which is the most stable structure? run two is the most stable.


Run one
The following is a quantum chemistry calculation of the molecule C22H28N2O4, from the OMol25 dataset.

Gap between HOMO and LUMO ... 8.33 eV
SMILES string ... COc1cc(CCC(=O)N2CCN(c3ccccc3)CC2)cc(OC)c1OC
HOMO level ... -7.62 eV

```
! wB97M-V def2-TZVPD RIJCOSX def2/J DEFGRID3
* xyz 0 1
C 0.729 -2.442 3.979
O -0.210 -2.668 2.952
C 0.118 -2.526 1.640
C -0.902 -2.919 0.768
C -0.755 -2.837 -0.600
C -1.884 -3.182 -1.527
C -2.742 -1.938 -1.826
C -1.875 -0.848 -2.433
O -1.619 -0.858 -3.625
N -1.363 0.106 -1.619
C -1.582 0.316 -0.209
C -2.319 1.653 0.008
N -1.574 2.749 -0.569
C -0.659 3.452 0.209
C 0.604 3.827 -0.259
C 1.452 4.591 0.522
C 1.077 4.997 1.789
C -0.173 4.636 2.264
C -1.029 3.883 1.488
C -1.325 2.507 -1.972
C -0.584 1.183 -2.201
C 0.436 -2.349 -1.124
C 1.451 -1.924 -0.285
O 2.622 -1.379 -0.732
C 2.817 -1.251 -2.120
C 1.310 -2.017 1.115
O 2.310 -1.552 1.953
C 3.557 -2.212 1.860
H 1.094 -1.413 3.977
H 1.577 -3.128 3.908
H 0.187 -2.639 4.905
H -1.811 -3.298 1.210
H -1.486 -3.558 -2.470
H -2.519 -3.951 -1.084
H -3.261 -1.610 -0.929
H -3.485 -2.203 -2.581
H -2.141 -0.502 0.237
H -0.605 0.363 0.289
H -2.464 1.808 1.075
H -3.300 1.606 -0.479
H 0.944 3.521 -1.236
H 2.423 4.862 0.133
H 1.745 5.588 2.396
H -0.491 4.955 3.246
H -2.010 3.646 1.872
H -0.779 3.344 -2.405
H -2.300 2.445 -2.471
H -0.468 0.981 -3.267
H 0.398 1.211 -1.715
H 0.542 -2.283 -2.194
H 2.841 -2.227 -2.614
H 2.043 -0.631 -2.582
H 3.785 -0.766 -2.234
H 4.035 -2.040 0.894
H 3.445 -3.291 2.019
H 4.172 -1.790 2.653
*
```

Per-atom natural (NBO) charges, elementary charge units: -0.2386 -0.4979 0.2755 -0.2457 0.0012 -0.4097 -0.4813 0.6929 -0.6538 -0.4460 -0.2377 -0.2068 -0.4603 0.2626 -0.3117 -0.1722 -0.2588 -0.1855 -0.2843 -0.2243 -0.2425 -0.3552 0.3503 -0.5153 -0.2514 0.1322 -0.5232 -0.2504 0.1927 0.1714 0.1873 0.2146 0.2233 0.2176 0.2062 0.2393 0.2235 0.2058 0.2127 0.1924 0.2078 0.2094 0.2116 0.2111 0.2084 0.2148 0.2026 0.2515 0.1911 0.2295 0.1794 0.1812 0.1998 0.1947 0.1672 0.1906


Run two
The following is a quantum chemistry calculation of a 2-piece molecular cluster, C22H28N2O4 overall, from the OMol25 dataset.

Gap between HOMO and LUMO ... 9.58 eV
SMILES string ... CNC(=O)[C@H](Cc1ccccc1)NC(C)=O.Cc1ccc(CCC(=O)O)cc1
HOMO level ... -8.97 eV

```
! wB97M-V def2-TZVPD RIJCOSX def2/J DEFGRID3
* xyz 0 1
C -3.514 -5.521 -5.191
N -3.347 -4.409 -4.253
C -2.261 -4.198 -3.497
O -1.264 -4.917 -3.548
C -2.283 -2.972 -2.571
C -1.580 -1.771 -3.220
C -1.618 -0.503 -2.385
C -0.540 -0.181 -1.538
C -0.581 0.987 -0.756
C -1.697 1.838 -0.819
C -2.774 1.522 -1.666
C -2.735 0.353 -2.448
N -1.668 -3.270 -1.273
C -2.362 -3.609 -0.189
C -1.562 -3.945 1.048
O -3.586 -3.654 -0.162
H -3.569 -5.143 -6.212
H -4.430 -6.067 -4.958
H -2.671 -6.213 -5.122
H -4.121 -3.772 -4.142
H -3.326 -2.693 -2.411
H -0.540 -2.035 -3.419
H -2.051 -1.566 -4.183
H 0.323 -0.828 -1.487
H 0.247 1.238 -0.107
H -1.727 2.735 -0.216
H -3.634 2.175 -1.712
H -3.566 0.113 -3.094
H -0.664 -3.311 -1.232
H -2.251 -4.127 1.872
H -0.972 -4.840 0.861
H -0.910 -3.109 1.295
C -0.033 0.423 3.410
C 1.044 1.368 2.947
C 2.028 0.932 2.050
C 3.026 1.808 1.609
C 3.061 3.136 2.059
C 4.125 4.086 1.557
C 5.258 4.290 2.580
C 4.864 5.170 3.765
O 5.235 4.838 4.876
O 4.174 6.309 3.529
C 2.080 3.567 2.963
C 1.085 2.690 3.408
H 0.347 -0.215 4.214
H -0.901 0.974 3.784
H -0.364 -0.215 2.584
H 2.020 -0.093 1.692
H 3.776 1.450 0.911
H 4.557 3.685 0.635
H 3.670 5.048 1.300
H 6.101 4.772 2.080
H 5.599 3.317 2.948
H 4.070 6.716 4.403
H 2.079 4.592 3.320
H 0.337 3.047 4.109
*
```

Per-atom natural (NBO) charges, elementary charge units: -0.4205 -0.5993 0.6637 -0.6434 -0.1254 -0.4400 0.0841 -0.2515 -0.1974 -0.2209 -0.1986 -0.2472 -0.6007 0.6809 -0.7060 -0.6411 0.1973 0.2025 0.2413 0.3933 0.2292 0.2191 0.2205 0.2050 0.2212 0.2161 0.2140 0.2080 0.4020 0.2437 0.2288 0.2196 -0.6298 -0.0402 -0.1691 -0.2176 -0.0296 -0.4194 -0.4973 0.7879 -0.5952 -0.6852 -0.2143 -0.1966 0.2219 0.2177 0.2179 0.2013 0.2076 0.2149 0.2248 0.2353 0.2411 0.5003 0.2148 0.2104


Which is the most stable structure? run two is the most stable.